Computed, not measured: 5 unconnected molecules or ions with the total composition C2H15NO4, with ωB97M-V/def2-TZVPD.

Output
LUMO in eV: 0.452
SMILES: CCN.O.O.O.O

Atoms and positions in Å:
C1 1.764 -0.292 2.492
C2 0.681 -0.865 1.602
N1 0.434 -0.056 0.370
H1 1.947 0.771 2.334
H2 2.725 -0.809 2.459
H3 1.458 -0.318 3.540
H4 -0.253 -0.919 2.135
H5 0.983 -1.854 1.266
H6 0.830 -0.511 -0.439
H7 1.066 0.739 0.388
O1 3.152 -1.933 -1.412
H8 2.454 -1.313 -1.644
H9 3.019 -2.707 -1.968
O2 -4.627 0.141 -1.517
H10 -4.329 0.175 -2.437
H11 -3.794 -0.129 -1.107
O3 -0.336 1.595 -2.277
H12 -0.507 2.116 -3.070
H13 -1.125 1.795 -1.747
O4 -1.843 1.834 0.301
H14 -2.619 1.274 0.228
H15 -1.080 1.266 0.502

Cartesian forces (eV/Å) of the 6 atoms listed first:
0.2438 0.2840 1.0719
0.4539 0.2788 -1.0754
0.7113 0.3332 0.2809
-0.0283 0.0472 -0.3512
-0.1005 0.0059 -0.3424
-0.0460 -0.2272 0.0412